{
  "formula": "C10H24ClO2P2Ti",
  "method": "the ωB97M-V functional and the def2-TZVPD basis",
  "orbital_gap_ev": [7.2, 7.4],
  "charge": 2,
  "largest_force_ev_per_a": 8.57,
  "multiplicity": 2,
  "species": ["C", "C", "H", "H", "H", "O", "Cl", "Ti", "P", "C", "C", "H", "H", "H", "H", "H", "H", "C", "H", "H", "H", "P", "C", "C", "H", "H", "H", "C", "H", "H", "H", "H", "H", "H", "C", "O", "C", "H", "H", "H"],
  "coordinates": [[-0.396797, 3.536530, -4.173448], [-0.600119, 2.491833, -3.120228], [-0.943255, 4.440309, -3.894472], [-0.775622, 3.178940, -5.138994], [0.666203, 3.782438, -4.266754], [-1.336849, 2.534697, -2.158677], [0.420561, 1.051478, -3.401780], [0.024459, -0.575209, 0.838210], [-1.885968, -1.577016, -0.299990], [-3.425368, -1.636545, 0.672252], [-2.398992, -0.709745, -1.820141], [-3.238390, -1.233075, -2.307826], [-2.608772, -3.678893, -1.325453], [-1.540377, -0.650992, -2.500019], [-0.864418, -3.378548, -1.558025], [-3.747494, -0.616318, 0.907739], [-2.674160, 0.325453, -1.579854], [-1.693204, -3.308964, -0.845973], [-4.206315, -2.154900, 0.098627], [-1.455146, -3.936313, 0.019128], [-3.231228, -2.173455, 1.607275], [2.061512, 0.610814, 1.452995], [2.050893, 1.395394, 3.100560], [3.601155, -0.373721, 1.506595], [2.540062, 1.657116, -0.675191], [3.472730, 2.430438, 0.656764], [1.721836, 2.780658, 0.441151], [2.498635, 2.008757, 0.363406], [3.795466, -0.797313, 0.515494], [4.457541, 0.247583, 1.801132], [3.032469, 1.848855, 3.298443], [1.831623, 0.638920, 3.862303], [3.484281, -1.199701, 2.215823], [1.270725, 2.163869, 3.131081], [-1.118251, 0.372580, 2.250680], [-1.767104, 0.915665, 3.072416], [0.669613, -2.359233, 1.718891], [1.072814, -2.991020, 0.905692], [-0.212692, -2.856781, 2.150659], [1.447943, -2.204584, 2.479510]],
  "forces_ev_per_angstrom": [[-0.1701, 0.2950, 0.1251], [-1.4011, 0.7088, 1.3771], [0.0010, -0.1978, 0.0191], [0.2070, -0.0470, 0.1945], [-0.1700, -0.2169, -0.0809], [1.5122, -0.3509, -1.6244], [0.1608, -0.2684, 0.1819], [1.4907, -2.3649, -0.4894], [-2.2632, -0.8095, -1.5090], [0.2022, 0.0963, 0.3060], [0.2541, 0.2849, -0.0901], [0.3286, 0.1781, 0.2697], [0.1605, 0.2537, 0.1607], [-0.2828, -0.0996, 0.0028], [-0.1316, -0.0567, 0.0560], [-0.0780, -0.1997, -0.0345], [-0.0721, -0.2363, -0.0943], [0.5380, -0.0507, 0.1726], [0.2310, 0.1668, 0.1712], [-0.0832, -0.0057, -0.1666], [-0.2191, 0.0335, -0.1037], [2.2831, 1.6004, 0.6248], [-0.3312, -0.1658, 0.0475], [-0.2300, -0.4359, -0.2528], [0.0984, 0.1945, 0.1544], [-0.3542, -0.1666, -0.0806], [0.2343, -0.0872, -0.0636], [-0.2353, -0.0169, -0.2480], [0.0599, 0.0250, 0.1522], [-0.3495, -0.0390, -0.0455], [-0.3048, -0.1302, -0.0657], [0.1074, 0.1907, -0.0053], [0.1362, 0.1552, -0.0934], [0.1899, -0.0475, 0.0927], [-4.7224, 3.9542, 5.9562], [3.6810, -3.1016, -4.6641], [-0.2800, 0.7707, -0.4432], [-0.0893, 0.1929, 0.1767], [0.1767, 0.0719, 0.0182], [-0.2852, -0.0781, -0.1045]]
}